Entry 1:
Molecular formula: C3H10N4O
Method: DFT, ωB97M-V with the def2-TZVPD basis set

SMILES: [H]/N=C(/C)NN.NC=O
Energy above the lowest of the compared OMol25 structures with the same formula, charge and spin (eV): 1.535
HOMO-LUMO gap (eV): 9.57
E_HOMO (eV): -8.7
Electronic energy (eV): -11280.6659
LUMO energy (hartree): 0.0305

```
18
Properties=species:S:1:pos:R:3:forces:R:3
H 2.6896 -0.1874 0.7201 -0.15 -0.16 0.05
N 2.0565 0.6033 0.8268 0.72 0.46 -0.29
C 0.8769 0.2840 1.1670 -0.37 0.03 0.05
C -0.1457 1.3614 1.3684 -0.05 -0.03 -0.06
N 0.4624 -0.9942 1.4204 -0.08 -0.72 0.05
N -0.8728 -1.4288 1.5222 -0.23 0.35 -0.05
H -0.5097 1.3441 2.3949 -0.08 0.02 0.06
H 0.3151 2.3228 1.1680 0.06 0.00 0.02
H -0.9888 1.2112 0.6956 -0.08 0.00 0.04
H 1.1041 -1.7464 1.2032 -0.14 0.24 0.09
H -1.3197 -0.9665 2.3111 0.17 -0.20 -0.11
H -1.3888 -1.1798 0.6747 0.22 0.01 0.19
N -0.3163 -0.2599 -3.2429 -0.14 -0.21 -0.51
C -0.4358 0.0437 -1.9421 0.63 0.36 -0.01
O -1.3794 -0.2627 -1.2536 -0.53 -0.22 0.30
H 0.4821 0.0177 -3.7844 0.02 0.04 0.09
H -1.0559 -0.7743 -3.6956 0.05 0.03 0.03
H 0.4261 0.6117 -1.5539 -0.01 -0.01 0.06
```
Positions in Å, forces in eV/Å.

***

Entry 2:
Molecular formula: C3H10N4O
Method: DFT, ωB97M-V with the def2-TZVPD basis set

Energy above the lowest of the compared OMol25 structures with the same formula, charge and spin (eV): 6.381
HOMO-LUMO gap (eV): 7.32
E_HOMO (eV): -7.3
Electronic energy (eV): -11275.8200
LUMO energy (hartree): 0.0022

```
18
Properties=species:S:1:pos:R:3:forces:R:3
C -0.4223 -0.9522 -2.1442 0.44 0.19 0.00
O -0.7419 -1.1128 -0.8081 0.32 -0.37 0.61
N 0.8517 -1.2184 0.2403 -0.56 -1.05 -0.56
N 0.8802 -2.2763 0.7852 -0.05 1.04 -0.10
H 0.0232 -2.6816 1.1843 -0.07 -0.04 -0.45
H 0.5214 -1.4598 -2.4083 -0.02 -0.04 0.04
H -0.2705 0.1151 -2.4054 -0.13 -0.16 -0.07
H -1.1964 -1.3753 -2.8028 0.01 0.07 0.15
N 1.3625 1.1263 1.4159 0.16 0.13 0.01
N -0.7350 1.8893 -0.2164 -0.06 -0.42 0.00
C 0.1374 0.3930 1.4244 -1.01 0.67 -0.28
C -0.9066 0.8464 0.6089 0.96 0.29 1.14
H 1.7817 1.1865 2.3349 -0.10 0.04 -0.08
H 2.0509 0.7049 0.7965 -0.07 -0.11 0.00
H -1.4731 2.1870 -0.8308 0.28 0.00 0.00
H 0.1777 2.3245 -0.2178 -0.21 0.05 -0.10
H -0.1345 -0.1594 2.3164 0.06 -0.12 -0.16
H -1.9062 0.4628 0.7270 0.04 -0.17 -0.17
```
Positions in Å, forces in eV/Å.

***

Entry 3:
Molecular formula: C3H10N4S
Method: DFT, ωB97M-V with the def2-TZVPD basis set

SMILES: CCN/C(=N\S)NN
Energy above the lowest of the compared OMol25 structures with the same formula, charge and spin (eV): 2.095
HOMO-LUMO gap (eV): 8.91
E_HOMO (eV): -8.2
Electronic energy (eV): -20065.6678
LUMO energy (hartree): 0.0275

```
18
Properties=species:S:1:pos:R:3:forces:R:3
C -1.5068 -1.8214 0.3738 2.22 0.00 -0.20
C -1.0506 -0.3778 0.7104 -0.99 -0.06 4.49
N 0.4436 0.0334 0.8496 -2.43 -0.69 -1.06
C 0.7894 1.0322 -0.0782 0.51 -1.30 -1.14
N 0.1781 2.1334 -0.2736 0.25 0.83 1.69
S -0.6623 2.5978 1.1999 -0.08 2.26 -0.58
N 1.8734 0.7067 -0.9391 -0.59 5.48 -0.10
N 1.8819 -0.4392 -1.5478 0.53 -6.85 -2.20
H -1.1317 -2.6321 1.0542 0.31 0.89 -0.67
H -1.2831 -2.0342 -0.6726 -0.12 -0.49 0.04
H -2.5483 -1.8740 0.5579 -1.19 0.28 -0.21
H -1.5482 -0.3386 1.8270 1.30 0.85 -2.57
H -1.5224 0.3551 0.0754 -0.32 0.04 -0.11
H 0.8571 -0.8478 0.6277 1.35 -0.23 -0.06
H -0.5216 4.0369 1.0793 -0.14 -2.22 -0.12
H 2.1371 1.5454 -1.6069 -0.95 -1.92 2.04
H 1.0582 -0.9181 -2.0847 1.73 1.82 1.54
H 2.5560 -1.1578 -1.1524 -1.37 1.30 -0.81
```
Positions in Å, forces in eV/Å.

***

Entry 4:
Molecular formula: C3H10N5
Method: DFT, ωB97M-V with the def2-TZVPD basis set

Energy above the lowest of the compared OMol25 structures with the same formula, charge and spin (eV): 8.590
HOMO-LUMO gap (eV): 7.75
E_HOMO (eV): -12.6
Electronic energy (eV): -10708.8327
LUMO energy (hartree): -0.1764
Total charge: +1

```
18
Properties=species:S:1:pos:R:3:forces:R:3
C -0.0413 -0.2973 0.2463 -0.89 -0.77 0.20
C -0.0077 -1.6960 -0.2263 -0.90 -1.32 -1.95
C -2.2304 0.6401 -0.5500 0.31 -0.49 -3.62
N 1.6814 -0.7770 1.7055 -0.46 -0.31 -0.62
N -0.6933 1.6864 0.9277 -0.90 2.91 -0.91
N 0.1885 1.2252 1.8788 0.54 -2.77 1.02
N -1.0776 0.6828 0.0869 0.46 -0.50 1.80
N 0.7468 -0.0221 1.3167 -0.30 1.90 0.23
H 1.0242 0.3436 -1.4289 1.84 0.28 -1.15
H -0.8186 -2.0629 -0.9451 0.95 1.24 0.77
H -0.1422 -2.3712 0.6056 0.19 -0.10 0.62
H 0.9539 -1.9785 -0.7072 -0.48 0.48 0.37
H 1.7198 0.4095 -1.8294 -1.50 -0.09 0.77
H -2.3023 -0.1360 -1.4399 0.27 1.30 2.45
H -2.8370 1.5630 -0.8100 0.94 -1.03 1.24
H 2.4305 -0.6076 2.4014 -1.38 1.09 -0.30
H -1.2572 2.5859 1.1124 0.92 -2.45 -0.38
H 0.8717 1.8417 2.2820 0.41 0.62 -0.54
```
Positions in Å, forces in eV/Å.

***

Entry 5:
Molecular formula: C3H10NO
Method: DFT, ωB97M-V with the def2-TZVPD basis set

Energy above the lowest of the compared OMol25 structures with the same formula, charge and spin (eV): 0.761
HOMO-LUMO gap (eV): 11.15
E_HOMO (eV): -14.6
Electronic energy (eV): -6803.5496
LUMO energy (hartree): -0.1259
Total charge: +1

```
15
Properties=species:S:1:pos:R:3:forces:R:3
C -0.8943 2.4441 1.2660 1.35 0.59 0.34
C -1.0847 1.2261 0.4527 -0.58 -0.31 -0.80
C -0.1543 0.3078 0.2992 0.14 0.26 1.07
N -0.3950 -1.0209 -0.2626 -0.46 -0.35 -1.01
H 0.0240 3.0113 1.0653 0.04 -0.43 -0.35
H -1.6555 3.1773 1.1781 -1.00 0.31 -0.14
H -0.7809 2.1794 2.3092 -0.28 -0.16 0.35
H -2.0477 1.0800 -0.0323 -0.10 -0.03 0.18
H 0.7894 0.4331 0.7808 0.65 -0.27 -0.03
H 0.3534 -1.6972 -0.1045 0.42 0.34 -0.13
H -1.2380 -1.4642 0.0845 -0.41 0.12 0.34
H -0.5095 -0.9951 -1.2819 0.23 0.03 0.02
H 2.3001 -2.8678 -0.7103 0.11 0.18 -0.35
H 2.5153 -2.3003 -2.1196 -0.14 0.08 0.14
O 1.9800 -2.1850 -1.3219 0.03 -0.37 0.36
```
Positions in Å, forces in eV/Å.

***

Entry 6:
Molecular formula: C3H10NO
Method: DFT, ωB97M-V with the def2-TZVPD basis set

Energy above the lowest of the compared OMol25 structures with the same formula, charge and spin (eV): 1.473
HOMO-LUMO gap (eV): 9.15
E_HOMO (eV): -14.6
Electronic energy (eV): -6802.8379
LUMO energy (hartree): -0.1992
Total charge: +1

```
15
Properties=species:S:1:pos:R:3:forces:R:3
C 0.0273 2.1745 0.1545 0.29 0.94 0.48
N -0.8159 1.6422 0.9290 -0.87 -0.34 -0.45
H -0.2663 2.9816 -0.5081 -0.05 -0.12 -0.05
H 1.0677 1.9189 0.2707 0.13 -0.16 -0.18
H -0.6006 0.7987 1.4495 0.40 -0.33 0.23
H -1.8089 1.8541 0.8625 0.10 0.19 0.01
C 0.1050 -1.7069 -0.5932 0.18 1.02 0.03
O -0.3835 -1.1447 0.6573 -0.33 -0.23 -0.12
C 1.1961 -0.7633 -1.1139 -0.20 -0.31 0.43
H 0.5928 -2.6609 -0.4108 -0.44 -0.27 0.02
H -0.7442 -1.7934 -1.2708 0.14 -0.17 -0.11
H -1.2089 -1.6083 0.8569 0.28 -0.04 0.17
H 1.0553 0.2577 -0.7560 -0.20 -0.20 -0.20
H 2.1089 -1.1177 -0.6397 0.38 0.26 -0.46
H 1.2562 -0.7261 -2.2035 0.19 -0.24 0.20
```
Positions in Å, forces in eV/Å.